45
Properties=species:S:1:pos:R:3:forces:R:3:mulliken_charge:R:1 method="wB97M-V/def2-TZVPD" charge=-1 e_tot_ha=-1523.749643 e_lumo_ev=2.62 e_above_lowest_kcal_mol=12.6 gap_ev=6.97
La -0.254872 -0.456486 0.300180 -1.49 -0.28 -0.80 1.336
Si -2.838427 -1.777883 -0.598488 -0.46 0.00 -0.39 -0.019
O 1.937184 3.337227 -0.119280 0.09 0.19 0.03 -0.703
O -0.921257 0.040665 2.374185 -0.17 0.95 1.48 -0.780
O 1.312022 -1.749745 -0.625802 1.61 -1.65 -0.59 -0.444
O 0.711837 1.472864 -0.282381 0.81 1.08 0.06 -0.520
O 1.823890 -3.620400 0.269410 -0.02 -0.12 0.00 -0.564
O 1.854826 -0.489861 2.108555 0.11 0.30 0.09 -0.545
O -1.150963 2.229965 1.981280 -0.01 0.21 0.14 -0.678
N 1.084471 -2.682623 0.268467 0.20 0.12 -0.26 0.425
C 1.990373 1.835994 1.725450 0.01 0.16 0.25 0.058
C 1.509233 2.302021 0.342495 -0.47 -0.38 -0.25 -0.053
C -5.547955 1.409979 -1.147099 0.04 -0.08 0.01 -0.651
C -6.849480 -0.600144 -1.166759 -0.03 0.06 -0.01 -0.678
C -2.969399 -3.035107 -2.019531 0.01 -0.15 -0.16 -1.219
C -6.780720 0.786090 -1.253908 0.03 -0.01 0.00 -0.300
C 2.912033 0.372668 4.006816 0.04 0.05 0.04 -0.979
C 3.830268 0.489910 2.767793 0.09 0.02 0.04 -0.923
C -4.399943 0.646544 -0.954565 0.08 0.05 0.01 -0.300
C 0.946779 1.477789 2.858280 0.12 0.16 0.05 -0.028
C -0.504407 1.286692 2.395018 -0.20 -0.33 0.23 0.089
C 2.797444 0.512140 1.650622 -0.13 -0.03 -0.05 -0.024
C -3.276184 -2.834303 0.922513 -0.06 -0.16 0.22 -1.282
C 1.536356 0.164468 3.365916 -0.03 -0.13 -0.12 0.018
C -4.430897 -0.746449 -0.862791 -0.30 0.15 0.03 0.490
C -5.694525 -1.342859 -0.974239 0.08 -0.06 -0.01 0.072
H 2.640521 2.635802 2.077368 -0.02 -0.01 0.04 0.685
H -3.328116 -2.232697 1.833926 -0.02 0.00 0.00 0.328
H -3.842259 -3.690533 -1.922045 -0.01 0.03 0.01 0.343
H -5.780149 -2.423848 -0.912346 0.01 0.00 0.01 0.184
H 0.924213 2.261234 3.617428 0.11 0.03 -0.04 0.495
H 3.191955 -0.473684 4.631896 -0.03 -0.01 0.01 0.341
H 4.457832 1.380399 2.770780 -0.01 -0.01 0.00 0.396
H -5.472518 2.489041 -1.206765 -0.01 0.01 0.00 0.366
H 3.156525 0.240469 0.660929 -0.02 0.00 -0.02 0.511
H -3.054082 -2.508645 -2.973890 0.03 -0.03 -0.02 0.320
H -2.526051 -3.614389 1.088686 0.01 0.00 -0.01 0.376
H 4.467967 -0.387971 2.670371 0.01 0.00 -0.02 0.362
H 0.837481 -0.449905 3.921029 0.00 -0.03 0.00 0.734
H -7.809077 -1.098597 -1.248130 0.01 -0.01 0.00 0.343
H -7.679461 1.373375 -1.400554 -0.01 -0.02 0.00 0.343
H -4.242813 -3.332934 0.789382 0.00 -0.01 0.04 0.394
H -2.081171 -3.670949 -2.068849 -0.01 -0.01 -0.01 0.292
H 2.921432 1.271743 4.624480 0.01 -0.02 0.01 0.320
H -3.447315 1.160835 -0.866034 -0.01 0.00 0.00 0.070

***

42
Properties=species:S:1:pos:R:3:forces:R:3:mulliken_charge:R:1 method="wB97M-V/def2-TZVPD" e_tot_ha=-1409.276636 e_lumo_ev=-0.37 e_above_lowest_kcal_mol=44.0 gap_ev=8.22 smiles="CCCCCOC(=O)CSc1nnc(-c2ccccc2)c(=O)[nH]1"
S -1.224790 2.720975 -1.589068 -0.02 0.31 -0.23 -0.186
O -2.697200 1.470530 0.480006 0.10 0.29 0.15 -0.325
O -4.069146 0.170945 -0.736932 -0.08 -0.12 0.00 -0.604
O 3.177439 0.917472 -0.387246 0.12 -0.05 0.06 -0.702
N 0.129765 -0.847975 -0.948203 0.95 -0.80 0.36 -0.784
N 1.116706 1.638313 -0.946188 -0.13 -0.10 -0.01 0.069
N -0.661009 0.168613 -1.259395 -0.77 0.97 -0.33 -0.292
C 3.446300 -4.272748 0.367984 0.07 0.02 0.04 -0.361
C -0.063379 2.075711 2.309254 0.11 -0.21 -0.03 -1.139
C 4.000551 -3.048629 0.702254 0.04 -0.19 0.05 -0.747
C -2.771437 1.824361 -1.859698 0.37 -0.11 0.13 -0.594
C 2.225032 -4.319939 -0.288055 -0.01 -0.05 0.01 -0.618
C 1.565821 -3.151826 -0.609004 0.06 0.13 -0.02 -0.426
C 3.348405 -1.871799 0.383023 -0.09 0.11 -0.02 -0.435
C 2.121827 -1.910609 -0.281025 0.35 -0.47 0.12 0.786
C -0.180382 1.371445 -1.239276 -0.05 -0.15 -0.06 0.460
C -2.196886 -0.392040 2.020011 -0.02 0.27 0.12 -0.150
C 0.133975 0.589539 2.582474 -0.13 0.10 0.19 0.478
C 1.383153 -0.698788 -0.629654 -0.38 0.28 -0.15 0.243
C -3.089484 0.809553 1.688803 -0.36 -0.44 0.21 -0.930
C -1.119841 -0.133087 3.077972 0.18 -0.15 -0.29 -1.099
C -3.244209 1.036043 -0.647821 -0.13 0.03 -0.35 0.622
C 2.026501 0.629914 -0.621015 -0.22 0.37 -0.14 0.549
H -0.418326 2.580777 3.205379 -0.04 0.11 0.08 0.416
H -0.806107 -1.105507 3.464517 -0.04 0.02 0.10 0.405
H -2.650806 1.142373 -2.700608 -0.13 0.03 0.13 0.348
H 1.463318 2.591754 -0.948798 0.04 -0.16 0.04 0.262
H -2.841970 -1.192380 2.385185 -0.03 -0.02 -0.07 0.316
H -4.126739 0.484807 1.563423 0.16 0.12 0.09 0.490
H 1.789117 -5.272605 -0.550466 -0.04 -0.07 -0.03 0.384
H 0.882907 2.529435 2.019649 0.06 0.13 -0.03 0.354
H -3.517964 2.580908 -2.107025 0.05 0.00 0.01 0.462
H 3.789877 -0.925510 0.648552 0.01 0.02 -0.02 0.430
H 0.616156 -3.171949 -1.119649 -0.06 -0.05 -0.03 0.435
H 4.949427 -3.008050 1.216442 0.07 0.01 0.04 0.395
H -1.734018 -0.748038 1.097384 -0.06 -0.09 -0.03 0.177
H 3.963149 -5.187914 0.617046 0.04 -0.07 0.02 0.382
H -3.035129 1.573994 2.465908 -0.01 -0.04 -0.08 0.424
H -1.555341 0.424425 3.910685 -0.02 -0.02 0.13 0.364
H 0.912643 0.478161 3.341365 0.05 -0.04 -0.05 0.394
H -0.782127 2.240532 1.512775 -0.07 0.12 -0.09 0.112
H 0.494450 0.088629 1.681603 0.04 -0.06 0.02 -0.367

***

45
Properties=species:S:1:pos:R:3:forces:R:3:mulliken_charge:R:1 method="wB97M-V/def2-TZVPD" charge=+1 e_tot_ha=-1658.371402 e_lumo_ev=-5.01 e_above_lowest_kcal_mol=39.3 gap_ev=4.38
Pt -1.001160 -0.419720 -0.790159 0.38 0.62 0.81 0.395
S 2.343193 -1.523482 1.347838 0.29 0.04 0.06 -0.350
O 0.349575 -1.988936 -0.838945 0.00 0.66 0.78 -0.446
O -2.604662 0.768952 -1.329212 0.62 0.24 0.79 -0.518
O -4.207425 0.989967 -2.741026 -0.67 0.17 -0.51 -0.417
O 0.830490 -3.819971 -1.952853 0.46 -0.65 -0.08 -0.439
N -0.417504 0.662464 0.768561 -0.16 -0.32 -0.53 -0.031
N 2.563149 0.387300 3.228884 0.30 0.05 0.16 -0.053
N -1.645053 -1.407196 -2.340086 -0.08 -0.11 -0.04 0.067
N 3.404907 0.961378 1.314461 0.08 0.12 0.06 -0.050
C -3.182960 0.332719 -2.309509 -0.04 -0.50 -0.53 0.319
C -0.679779 0.347897 2.084961 -0.02 -0.29 -0.40 0.742
C 2.787935 -0.036811 1.978181 -0.11 0.18 0.01 -0.242
C -1.177486 -1.006039 2.506511 -0.01 0.15 -0.37 -1.519
C 0.120836 -2.765851 -1.748973 -0.49 -0.15 -0.68 0.111
C 2.970230 1.769141 3.467311 -0.06 -0.17 -0.06 -0.417
C 3.679783 2.132205 2.146636 -0.07 -0.21 -0.08 -0.409
C 0.477963 2.580683 -0.630624 -0.33 -0.19 0.20 -1.670
C -0.346967 1.433977 2.830984 0.03 0.67 0.41 -0.821
C -1.451236 -3.250338 -3.781064 0.17 -0.25 -0.05 -0.426
C -3.188953 -1.612200 -4.082730 -0.29 0.21 -0.12 -0.655
C -2.552359 -2.779698 -4.483316 -0.02 -0.07 -0.10 -0.690
C 0.136429 2.447155 1.941197 -0.07 0.28 0.65 -0.586
C 0.075156 1.947965 0.677043 -0.01 -0.35 -0.32 0.629
C -1.022514 -2.516964 -2.692213 0.35 -0.40 -0.01 0.567
C -2.700114 -0.935980 -2.979287 -0.41 0.28 -0.21 1.309
H -0.938289 -4.160112 -4.068987 -0.04 0.07 0.02 0.522
H -2.915818 -3.323336 -5.345907 0.01 0.03 0.05 0.455
H 1.535686 -3.868304 -1.274715 -0.02 -0.04 -0.11 0.403
H -0.453965 1.495393 3.906748 0.06 0.07 -0.09 0.517
H 4.750474 2.277260 2.285479 0.06 -0.03 0.01 0.342
H -2.138546 -1.258185 2.038774 0.06 0.08 0.09 0.325
H 3.793459 0.815846 0.402598 -0.01 -0.06 -0.04 0.191
H 3.264519 3.032798 1.698705 -0.06 0.04 -0.01 0.228
H 0.477756 3.444587 2.192180 -0.05 -0.13 0.05 0.638
H -4.049749 -1.251764 -4.635321 0.05 -0.04 0.03 0.244
H -4.624994 0.592341 -3.518215 -0.03 0.06 0.02 0.285
H 2.012328 -0.152755 3.869492 -0.08 -0.02 -0.06 0.259
H -1.315846 -1.039850 3.585426 0.00 0.03 0.01 0.379
H 1.328555 3.246839 -0.491429 0.02 -0.02 0.02 0.382
H 2.100009 2.401285 3.643066 0.03 -0.04 -0.01 0.187
H 3.637859 1.838604 4.323068 0.05 -0.01 0.04 0.373
H 0.762126 1.817178 -1.360537 0.08 0.03 0.03 0.338
H -0.329359 3.176694 -1.072037 0.04 -0.07 0.05 0.286
H -0.457678 -1.783138 2.229038 0.00 0.06 0.07 0.244

***

41
Properties=species:S:1:pos:R:3:forces:R:3:mulliken_charge:R:1 method="wB97M-V/def2-TZVPD" charge=-1 e_tot_ha=-1034.581124 e_lumo_ev="2.62 / 2.62" e_above_lowest_kcal_mol=42.2 gap_ev="4.72 / 4.60"
Pt -0.832532 1.344622 -1.705454 -0.85 2.70 -1.29 0.014
O -0.953432 -0.813378 -1.977754 -0.09 0.12 0.14 -0.923
N -0.414032 1.057822 3.020846 0.03 0.08 0.68 0.066
N -0.234032 0.989322 0.558246 0.22 -0.31 0.55 -0.375
N 3.044068 -0.131178 -3.475854 -0.42 0.05 0.15 -0.027
N 1.427568 0.760522 -2.269354 -0.18 -1.22 -0.39 -0.058
C -1.455832 0.196722 5.547646 -0.17 -0.15 -0.20 -0.615
C 1.411268 -2.394878 -4.257454 -0.05 0.46 0.31 -0.682
C -2.217532 1.177022 4.656446 0.20 0.15 0.10 -0.555
C -0.352932 1.039022 1.708346 0.24 0.01 -0.76 0.292
C -0.595432 -0.716578 4.677846 0.19 0.19 0.11 -0.553
C -1.527932 3.136422 -2.109054 -0.08 -2.48 0.06 -0.506
C 3.527468 1.050222 -2.955654 0.10 0.01 -0.05 -0.517
C 0.351568 0.131222 3.824746 0.12 -0.50 0.13 -0.826
C -1.238032 1.967322 3.782946 -0.44 0.19 0.07 -0.799
C -1.202932 -2.596478 -3.430254 -0.25 -0.52 -0.21 -0.474
C -0.686032 -3.540078 -4.283554 -0.01 0.18 0.17 -0.404
C 0.922468 -1.400978 -3.387754 -1.03 -1.05 -0.52 0.497
C 1.740968 -0.283678 -3.040754 0.92 1.33 0.68 0.286
C 0.649168 -3.457378 -4.683254 0.14 -0.39 -0.32 -0.661
C 2.509768 1.575422 -2.222154 0.31 0.02 0.00 -0.627
C -0.433232 -1.535178 -2.886654 0.61 0.38 0.20 0.448
H -1.366132 3.605922 -3.088254 0.25 0.19 0.17 0.226
H -2.156732 -0.397378 6.140346 0.06 0.07 0.05 0.303
H -0.026832 -1.414778 5.294546 0.05 -0.02 -0.01 0.333
H -2.896232 0.620222 4.008946 -0.07 0.02 -0.06 0.311
H 4.531468 1.383922 -3.136454 0.09 0.05 -0.06 0.407
H -1.239832 -1.295578 4.015546 0.01 -0.09 -0.07 0.313
H 1.077468 -4.218378 -5.327554 -0.01 0.10 -0.01 0.348
H -2.273932 3.709022 -1.544854 0.26 0.15 0.22 0.227
H 1.024468 0.702822 4.483246 -0.01 -0.06 -0.06 0.276
H -0.585132 2.577222 4.427246 -0.08 0.00 -0.06 0.282
H -2.811732 1.862222 5.263146 -0.04 0.06 -0.01 0.334
H 0.963368 -0.495678 3.174346 -0.07 0.12 -0.01 0.442
H 2.482868 2.482122 -1.646954 0.02 0.13 0.03 0.441
H -2.238132 -2.651578 -3.113254 0.04 0.05 0.06 0.366
H -1.767132 2.635622 3.102146 0.09 -0.07 0.01 0.432
H 2.432668 -2.330578 -4.617754 0.04 -0.03 -0.01 0.157
H -0.812432 0.750422 6.237746 -0.01 0.02 0.08 0.296
H -1.309632 -4.351578 -4.645154 -0.01 0.03 0.02 0.337
H 3.531168 -0.729878 -4.119154 -0.09 0.05 0.12 0.169

***

41
Properties=species:S:1:pos:R:3:forces:R:3:mulliken_charge:R:1 method="wB97M-V/def2-TZVPD" e_tot_ha=-969.552540 e_lumo_ev=0.39 e_above_lowest_kcal_mol=384.5 gap_ev=8.78
O -0.421676 0.944905 3.072050 -8.10 3.38 -2.27 -0.185
N 0.263174 0.499476 4.100376 7.00 -2.15 -4.75 -0.512
N 1.373482 0.752799 1.824956 -3.86 -1.60 5.13 -0.414
N -1.049510 -0.369487 -1.428601 3.29 0.03 -5.54 -0.530
N 0.011172 2.349632 -0.361138 -1.43 0.12 3.44 -0.062
N -0.248047 0.842752 -3.307828 2.76 4.15 1.31 -0.188
C 2.664869 -1.892020 3.119420 1.07 -2.86 2.87 -0.374
C 3.373839 -3.205238 4.001449 3.36 4.59 1.54 -0.444
C 0.845959 3.349090 0.336328 -3.66 -3.78 2.04 -1.503
C 2.008120 -3.090282 3.906344 -4.05 4.30 1.04 -0.543
C -1.326251 0.153275 -3.766161 4.04 -2.05 4.17 0.151
C 1.396418 0.242302 3.275347 2.17 0.21 0.34 0.364
C -3.170844 -1.627340 -4.084842 -6.99 -8.39 -1.11 -0.096
C 0.725052 1.288130 -0.895102 0.07 5.54 -11.76 -0.483
C 2.755281 -0.542860 3.679018 -5.90 -0.01 -3.17 -1.304
C 0.036902 1.088407 1.845350 5.13 -1.23 0.40 0.780
C -2.768229 -1.178491 -5.216337 5.09 7.92 0.69 -0.892
C -1.427271 -0.856395 -2.784983 -7.51 -0.78 4.03 0.582
C -2.646268 -1.681285 -2.909270 5.23 -0.21 6.91 -0.568
C -0.184926 0.532574 -1.919349 0.37 1.11 1.92 0.384
C -0.775173 1.573020 0.615560 2.91 12.41 9.32 -1.181
C -1.871545 -0.011594 -4.903315 -2.25 -1.67 -10.11 -0.392
H -2.977002 -2.475821 -2.025328 0.85 2.55 -2.51 0.243
H 1.152008 0.658667 -0.337066 3.79 -4.57 4.40 0.366
H -1.166937 0.849456 0.269104 -5.70 -9.14 -4.73 0.819
H 2.654525 -0.611741 4.638743 0.10 -0.10 6.05 0.490
H 1.476251 -3.565637 3.211911 -1.91 -2.73 -2.48 0.328
H 2.669979 -1.835956 2.075407 0.06 -1.14 -1.48 0.573
H 0.328136 1.698296 -3.802827 -2.23 -3.05 1.96 0.365
H -1.537177 0.531694 -5.880959 -0.54 -0.40 2.13 0.218
H 4.027239 -3.755634 3.369241 0.25 -0.82 0.12 0.314
H 3.746945 -2.692638 5.006249 -0.08 -1.61 -2.36 0.180
H 1.585724 3.008414 0.946306 2.11 -2.05 1.77 0.534
H -1.545249 2.310382 1.266790 1.36 -1.85 -2.33 0.289
H 0.340292 3.960408 0.994277 -1.91 1.58 0.77 0.430
H -3.920045 -2.497710 -4.206819 0.26 1.43 0.17 0.171
H 1.269519 -2.776099 4.731570 1.68 -0.61 -0.82 0.197
H 3.462951 0.082218 3.376807 3.54 2.19 -1.28 0.479
H 1.642548 1.959435 -1.791727 -2.14 -2.32 2.78 0.277
H 1.334807 3.804176 -0.326242 3.45 4.34 -5.59 0.660
H -3.208248 -1.046449 -6.108930 -1.68 -0.72 -2.99 0.476

***

38
Properties=species:S:1:pos:R:3:forces:R:3:mulliken_charge:R:1 method="wB97M-V/def2-TZVPD" e_tot_ha=-826.348624 e_lumo_ev=0.68 e_above_lowest_kcal_mol=4.9 gap_ev=8.72 smiles="Cc1ccc(C)c(NC(=O)CCc2ccc(C)o2)c1"
O 1.391940 -0.124035 3.837028 0.31 0.17 0.10 -0.367
O -1.507253 1.234365 0.605580 -0.28 -0.03 0.06 -0.654
N 0.292411 1.059849 -0.788088 0.44 -0.04 -0.35 -0.073
C -0.571543 -0.784445 3.026983 0.26 0.54 0.04 -0.329
C -0.325271 1.368972 0.385299 0.53 0.21 0.21 0.576
C 0.098757 -1.910821 3.568870 0.59 0.08 0.25 -0.599
C 2.412184 -2.152316 4.733617 -0.05 0.38 -0.12 -1.217
C -3.519412 -0.876345 -3.266512 0.03 -0.06 0.01 -1.554
C -0.252011 0.538643 -1.971485 -0.22 -0.12 -0.29 0.381
C 1.288393 -1.456744 4.051164 -0.37 -0.84 -0.03 0.403
C 0.639467 1.957232 1.411996 -0.29 0.06 0.28 -0.767
C -2.098410 -0.404244 -3.215125 0.18 0.05 -0.12 0.682
C -1.278666 -0.494719 -4.331376 -0.07 -0.01 0.02 -0.801
C 0.128737 1.715425 2.838651 0.26 -0.17 -0.15 -0.888
C 0.254907 0.279510 3.217644 -0.88 -0.05 -0.25 0.296
C 2.007993 0.901100 -3.067627 -0.16 -0.03 0.03 -1.682
C 0.575165 0.447440 -3.099779 0.03 0.02 0.03 0.970
C -1.572756 0.112692 -2.040788 -0.12 -0.01 0.09 -0.662
C 0.036594 -0.073365 -4.265887 -0.05 -0.01 0.09 -0.734
H -0.921931 2.004271 2.882235 0.09 0.02 0.06 0.341
H 0.703476 2.321195 3.540847 -0.08 0.04 0.00 0.381
H -4.106099 -0.422160 -2.472506 -0.10 0.01 0.03 0.355
H 1.636298 1.528407 1.294002 0.02 0.06 -0.04 0.418
H 2.590312 0.322667 -2.348191 0.12 0.01 0.05 0.373
H 0.662257 -0.147863 -5.144136 0.08 0.01 -0.07 0.314
H -1.532725 -0.762742 2.556963 -0.21 0.10 -0.12 0.567
H 0.701091 3.032983 1.224812 0.05 0.00 -0.07 0.339
H -3.556688 -1.958869 -3.140657 -0.09 -0.06 0.01 0.288
H -3.972147 -0.635629 -4.226131 -0.08 0.00 -0.04 0.382
H 1.281260 1.254528 -0.840204 -0.16 -0.01 0.19 0.227
H 2.160530 -3.198997 4.874858 -0.01 -0.05 0.01 0.320
H 2.607721 -1.697428 5.703979 0.05 -0.04 0.09 0.298
H -1.669099 -0.894155 -5.255943 -0.05 -0.04 -0.11 0.396
H 2.461579 0.766080 -4.046161 0.06 0.01 -0.01 0.359
H -2.193197 0.193737 -1.164314 -0.03 0.01 0.03 0.574
H 2.081751 1.958139 -2.807478 0.09 0.08 0.03 0.370
H -0.259818 -2.919656 3.596902 0.00 -0.24 0.06 0.437
H 3.324204 -2.082701 4.140956 0.08 -0.05 0.01 0.284